A cluster of 3 separate species, C10H23BN2O8P2 in total, computed with ωB97M-V/def2-TZVPD.

XYZ file:
```
46
Properties=species:S:1:pos:R:3:forces:R:3
H 6.849 0.919 0.088 -0.009 0.016 -0.022
O 4.800 0.912 -0.033 0.125 0.118 -0.106
P 1.122 -0.571 2.446 -0.117 0.074 -0.160
H -5.163 0.549 0.557 0.005 -0.034 0.002
C 6.010 0.420 0.580 0.034 -0.082 0.086
H 7.055 -1.426 0.858 0.013 0.008 0.010
C -1.625 1.578 -0.444 -0.296 0.073 0.398
H -5.798 -2.401 -1.145 0.006 -0.029 -0.118
O -4.862 0.521 -2.138 -0.062 -0.099 -0.096
H -4.385 -1.577 -0.429 -0.015 0.045 0.032
H -1.455 1.816 -1.499 0.078 -0.111 -0.055
C -4.175 -0.362 -2.901 0.068 0.098 0.078
H -0.347 2.700 0.730 0.017 0.088 -0.214
O 3.510 2.723 0.292 0.146 0.183 -0.019
N -0.463 1.753 0.404 0.066 0.034 0.064
N -0.231 -2.423 -1.430 0.565 0.698 -0.149
H 5.286 -1.566 0.950 -0.003 0.022 0.036
C 6.113 -1.074 0.437 -0.214 -0.073 -0.023
H 0.819 0.739 2.860 -0.196 0.064 -0.064
C -5.813 -0.214 -1.342 0.003 0.029 0.146
C -5.119 -1.557 -1.239 -0.016 -0.026 0.002
O -4.419 -1.630 -2.489 0.024 -0.043 0.069
H -2.436 2.218 -0.093 0.028 0.028 0.030
H 0.689 -2.376 -1.846 -0.107 -0.094 -0.224
H -1.746 -2.615 0.653 -0.383 -0.120 -0.272
H 6.075 -1.359 -0.614 0.067 0.022 -0.017
H -0.013 -1.311 2.817 -0.205 0.111 0.009
H -0.954 -2.351 -2.134 -0.194 -0.479 0.132
H 5.229 0.272 2.605 -0.012 -0.055 -0.030
H -1.982 0.553 -0.328 -0.036 -0.054 -0.318
H -6.732 -0.300 -1.928 0.008 -0.011 -0.027
H 1.621 1.769 0.240 -0.101 0.138 -0.135
O 2.375 -1.107 3.024 0.545 -0.146 0.252
P 1.170 -0.540 0.274 0.317 -0.428 -0.310
C -6.076 0.488 -0.037 0.159 0.122 0.012
H -6.834 -0.050 0.532 -0.006 -0.014 0.000
C 4.397 2.007 0.639 -0.165 -0.224 0.137
O 5.102 2.155 1.779 0.050 0.001 0.005
O -3.451 -0.072 -3.796 0.023 -0.013 -0.013
B -0.359 -1.628 -0.263 -0.283 0.073 0.144
H 6.774 1.159 2.502 -0.005 0.135 -0.028
H -6.430 1.502 -0.215 -0.063 -0.019 -0.017
H 0.807 1.283 -1.244 0.035 0.082 -0.030
C 5.839 0.940 1.994 -0.001 -0.056 0.052
C 0.762 1.227 -0.150 -0.105 -0.116 0.315
O -1.533 -1.695 0.473 0.211 0.063 0.437
```
Positions in Å, forces in eV/Å.

Molar mass (g/mol): 372.06
Largest force on an atom (eV/A): 0.91
HOMO level (eV): -8.39
SMILES string: CNCP([PH2]=O)B(N)O.C[C@@H]1COC(=O)O1.C[C@@H]1COC(=O)O1